Formula: C8H5N2SSe3TeY
Source: the Open Molecules 2025 dataset
Level of theory: ωB97M-V/def2-TZVPD

Geometry as XYZ:
```
21
Properties=species:S:1:pos:R:3:nbo_charge:R:1
Te 3.49 -1.97 1.59 0.26
Y 1.05 -2.50 -0.39 1.47
Se 1.15 -2.46 2.37 -0.56
Se 3.63 -3.82 -0.19 -0.13
Se 3.11 -2.73 -2.22 -0.46
S 1.60 2.31 -0.84 0.47
N -2.36 -3.23 -0.98 -0.38
N 0.79 -0.12 -0.64 -0.59
C 1.79 0.63 -1.02 -0.08
C -1.49 0.22 0.32 -0.21
C -2.40 1.14 0.77 -0.19
C -1.21 -3.13 -0.86 -0.31
C -2.11 2.52 0.75 -0.19
C 0.02 2.04 -0.18 -0.26
C -0.90 2.98 0.28 -0.20
C -0.26 0.68 -0.16 0.17
H -0.68 4.04 0.26 0.23
H -1.72 -0.84 0.31 0.25
H -2.85 3.22 1.12 0.22
H -3.36 0.81 1.14 0.23
H 2.70 0.21 -1.43 0.26
```

Its multiplicity is 1. As for the energy above the lowest of the compared OMol25 structures with the same formula, charge and spin: 0.00 kcal per mole. The value obtained for the total energy is -226571.6404 eV. As for the LUMO energy: -1.04 eV. The calculation puts the HOMO energy at -8.1 eV. The gap between HOMO and LUMO is 7.023 eV.